Record 1
This record from OMol25 describes a structure of composition C41H70BFI2N2O23 at a distorted geometry. The level of theory is wB97M-V/def2-TZVPD.

Geometry (Å):
I (-1.33, 0.96, -2.83)
I (-2.64, 4.32, -2.41)
F (3.99, 4.18, -1.51)
O (-1.96, -1.99, 3.04)
O (-3.54, 1.53, 0.74)
O (3.99, 0.16, 0.93)
O (-1.71, 6.46, -5.65)
O (-1.49, 7.49, -7.66)
O (-1.70, 8.63, -5.71)
O (5.51, 6.68, 2.53)
O (-3.64, -0.63, 1.31)
O (-3.29, -9.12, 1.77)
O (-3.06, -10.33, -0.13)
O (-3.28, -11.28, 1.92)
O (-0.81, 10.65, 0.89)
O (0.25, -11.02, -2.75)
O (7.20, 8.18, 2.29)
O (-1.93, -5.76, -0.82)
O (-1.85, -0.28, 4.49)
O (-0.46, -4.09, -0.37)
O (1.09, -12.84, -3.81)
O (-0.99, 8.43, 1.30)
O (-1.00, -12.35, -4.10)
O (6.72, 6.89, 0.62)
O (0.28, -5.91, -1.30)
O (-1.24, 9.33, -0.76)
N (1.59, 0.73, 1.58)
N (-4.77, -0.21, 2.01)
C (6.39, 7.20, 1.88)
C (3.47, 3.32, 2.67)
C (4.80, -2.57, 2.29)
C (-1.62, 7.52, -6.46)
C (-6.31, -0.77, 0.06)
C (-1.16, 2.01, -0.93)
C (-3.20, -10.25, 1.07)
C (1.85, 3.67, -0.50)
C (-1.64, 5.20, -6.32)
C (1.02, 1.34, 0.45)
C (-0.55, 10.86, 2.28)
C (6.95, 8.62, 3.63)
C (-2.90, 0.56, 1.05)
C (1.83, 2.08, -0.66)
C (-1.35, 0.61, 1.22)
C (-0.82, -5.30, -0.83)
C (-1.48, 8.01, -1.27)
C (0.13, -11.97, -3.48)
C (-3.21, -7.93, 0.98)
C (2.16, -2.77, 2.23)
C (-6.96, 0.64, -0.26)
C (-1.01, 9.38, 0.55)
C (1.46, -2.30, 3.57)
C (-0.65, -0.06, 2.36)
C (1.37, -0.71, 3.76)
C (-1.67, 3.28, -0.77)
C (-1.57, -0.86, 3.36)
C (-1.53, 3.91, 0.66)
C (2.60, 4.22, -1.80)
C (0.82, 0.04, 2.52)
C (-1.61, 9.85, -6.44)
C (-0.45, 1.32, 0.26)
C (3.61, 1.77, 2.98)
C (2.36, -12.56, -3.21)
C (3.54, -3.53, 2.48)
C (-2.12, -11.50, -3.84)
C (-5.96, -0.96, 1.59)
C (-3.20, -12.56, 1.30)
C (-1.55, -3.33, 0.16)
C (5.93, 5.84, 0.05)
C (0.05, -7.22, -1.82)
B (3.10, 0.83, 1.77)
H (-2.09, 3.31, 1.44)
H (-0.41, 11.93, 2.44)
H (-2.36, 7.57, -0.80)
H (2.36, 3.60, -2.72)
H (0.61, -0.56, 4.58)
H (-2.30, -3.13, -0.60)
H (-2.24, -12.69, 0.80)
H (4.89, 6.13, 0.00)
H (2.35, -1.96, 1.49)
H (1.28, 1.90, -1.63)
H (-2.46, 5.09, -7.02)
H (0.35, 10.34, 2.58)
H (-5.44, -0.98, -0.61)
H (-5.88, -2.05, 1.87)
H (-2.44, 9.93, -7.15)
H (4.69, 1.54, 3.26)
H (0.82, 4.11, -0.55)
H (-7.28, 1.22, 0.64)
H (-4.02, -12.70, 0.60)
H (2.05, -2.66, 4.47)
H (-1.92, -10.49, -4.18)
H (-3.29, -7.08, 1.65)
H (4.82, -0.01, 1.41)
H (-2.36, -11.51, -2.77)
H (1.48, -3.53, 1.74)
H (2.73, -11.59, -3.53)
H (-4.61, -0.27, 3.02)
H (3.06, -13.33, -3.55)
H (7.11, 7.80, 4.34)
H (-0.68, 5.09, -6.83)
H (-0.33, -7.88, -1.05)
H (-1.99, -3.83, 1.02)
H (-1.65, 8.09, -2.34)
H (-1.69, 10.67, -5.73)
H (1.01, -7.60, -2.17)
H (2.46, 4.02, 0.37)
H (-6.24, 1.29, -0.85)
H (2.38, 3.47, 2.37)
H (-7.88, 0.55, -0.92)
H (4.84, -2.24, 1.22)
H (4.11, 3.65, 1.82)
H (7.66, 9.41, 3.85)
H (3.63, -4.33, 1.70)
H (6.29, 5.67, -0.96)
H (-2.25, -7.87, 0.47)
H (4.81, -1.72, 3.04)
H (2.87, 1.68, -0.84)
H (-6.85, -0.57, 2.16)
H (-1.14, -2.37, 0.50)
H (-0.63, -7.18, -2.67)
H (6.05, 4.92, 0.62)
H (2.29, -12.61, -2.13)
H (-3.28, -13.31, 2.09)
H (0.43, -2.74, 3.72)
H (-2.97, -11.90, -4.39)
H (-7.12, -1.54, -0.15)
H (3.59, 3.96, 3.59)
H (-1.72, 4.42, -5.57)
H (-1.40, 10.53, 2.88)
H (-0.65, 9.92, -6.96)
H (2.27, 5.29, -1.95)
H (-0.47, 3.96, 1.02)
H (2.34, -0.34, 4.17)
H (5.71, -3.20, 2.49)
H (3.54, -4.02, 3.50)
H (-4.03, -7.89, 0.26)
H (5.94, 9.02, 3.73)
H (-2.02, 4.93, 0.68)
H (-0.60, 7.38, -1.10)
H (3.03, 1.59, 3.93)

## Properties
- M (g mol⁻¹) = 1242.6
- gap between HOMO and LUMO (eV) = 6.6
- HOMO energy (Ha) = -0.302
- calculated total energy (eV) = -113316.42218
- lowest unoccupied orbital energy (eV) = -1.61
- total charge = 0

Atomic partial charges in e from the Mulliken method, atoms 1 to 8:
1 I 0.101
2 I 0.116
3 F -0.296
4 O -0.533
5 O -0.432
6 O -0.842
7 O -0.141
8 O -0.543

=====

Record 2
This record from OMol25 describes a structure of composition C13H26Cl2O6S. The level of theory is wB97M-V/def2-TZVPD.

Geometry (Å):
Cl (0.62, 1.64, -0.12)
Cl (-3.65, 1.32, 0.07)
S (-0.34, -1.99, 2.16)
O (2.71, -7.82, 2.90)
O (0.30, -0.79, 2.99)
O (-0.45, -1.14, 0.83)
O (-0.85, 5.90, -2.98)
O (-1.64, -2.24, 2.70)
O (0.57, -3.05, 1.97)
C (-1.40, 8.07, -4.02)
C (1.01, -8.77, 1.39)
C (2.36, -6.46, 2.69)
C (-1.13, 0.08, 1.26)
C (-1.96, 2.96, -1.23)
C (1.66, -8.76, 2.76)
C (-2.03, 1.81, -0.29)
C (-0.44, 0.38, 2.64)
C (1.30, -5.93, 3.64)
C (1.45, 5.82, -3.85)
C (-1.01, 1.18, 0.27)
C (-0.91, 7.31, -2.80)
C (-0.01, 5.43, -4.01)
H (-0.94, 3.18, -1.55)
H (-2.62, 2.80, -2.09)
H (-0.38, 5.76, -4.99)
H (1.63, -6.05, 4.67)
H (-1.60, 7.46, -1.97)
H (-2.34, 3.84, -0.70)
H (1.12, -4.88, 3.44)
H (1.60, 6.90, -3.88)
H (0.25, -9.55, 1.35)
H (2.04, 5.38, -4.65)
H (0.35, -6.46, 3.52)
H (2.13, -9.73, 2.96)
H (-1.46, 9.13, -3.79)
H (1.84, 5.46, -2.89)
H (-0.73, 7.95, -4.87)
H (0.91, -8.61, 3.54)
H (-2.39, 7.72, -4.31)
H (-1.23, 0.63, 3.35)
H (0.25, 1.22, 2.62)
H (-0.10, 4.35, -3.99)
H (1.75, -8.97, 0.62)
H (3.29, -5.90, 2.83)
H (-2.17, -0.17, 1.45)
H (0.07, 7.69, -2.48)
H (0.52, -7.82, 1.16)
H (2.05, -6.30, 1.65)

## Properties
- M (g mol⁻¹) = 381.3
- energy above the lowest of the compared OMol25 structures with the same formula, charge and spin (kcal/mol) = 0.0
- gap between HOMO and LUMO (eV) = 9.7
- HOMO energy (Ha) = -0.342
- calculated total energy (eV) = -62065.73767
- lowest unoccupied orbital energy (eV) = 0.45
- total charge = 0

Atomic partial charges in e from the Mulliken method, atoms 1 to 8:
1 Cl -0.209
2 Cl -0.213
3 S 1.179
4 O -0.437
5 O -0.329
6 O -0.402
7 O -0.343
8 O -0.582

=====

Record 3
This record from OMol25 describes an isolated molecule of C6H16O8SSi at a distorted geometry. The level of theory is wB97M-V/def2-TZVPD.

Geometry (Å):
S (-2.56, -1.32, 0.32)
Si (2.58, -0.97, 0.83)
O (-1.08, -1.53, 0.30)
O (-0.63, -0.32, -1.98)
O (-3.05, -0.42, 1.54)
O (-0.12, 2.17, -0.97)
O (-3.54, -2.45, 0.24)
O (1.37, -1.44, 1.86)
O (2.12, -1.02, -0.78)
O (3.98, -1.73, 1.15)
C (1.09, 1.49, -0.66)
C (-1.26, 1.48, -0.56)
C (-1.71, 0.48, -1.65)
C (1.47, 1.51, 0.81)
C (2.80, 0.88, 1.14)
C (-2.94, -0.40, -1.24)
H (1.88, 1.88, -1.34)
H (0.45, -1.48, 1.50)
H (0.92, 0.47, -0.96)
H (4.04, -2.69, 1.03)
H (-2.06, 2.23, -0.39)
H (-1.94, 1.08, -2.60)
H (1.61, -1.78, -1.11)
H (1.42, 2.55, 1.14)
H (-1.11, 1.00, 0.37)
H (-3.61, -0.91, 2.17)
H (3.06, 1.01, 2.20)
H (-0.48, -0.97, -1.23)
H (0.70, 1.03, 1.42)
H (-3.14, -1.15, -2.00)
H (3.61, 1.23, 0.50)
H (-3.87, 0.11, -1.03)

## Properties
- M (g mol⁻¹) = 276.3
- energy above the lowest of the compared OMol25 structures with the same formula, charge and spin (kcal/mol) = 12.0
- gap between HOMO and LUMO (eV) = 9.0
- HOMO energy (Ha) = -0.332
- calculated total energy (eV) = -41576.89358
- lowest unoccupied orbital energy (eV) = -0.06
- total charge = 0

Atomic partial charges in e from the Mulliken method, atoms 1 to 8:
1 S 1.045
2 Si 0.522
3 O -0.642
4 O -0.566
5 O -0.462
6 O -0.415
7 O -0.636
8 O -0.511

=====

Record 4
This record from OMol25 describes an isolated molecule of C19H19ClN8 at a distorted geometry. The level of theory is wB97M-V/def2-TZVPD.

Geometry (Å):
Cl (-5.57, -4.11, 5.33)
N (-2.93, -2.35, 2.78)
N (-3.33, -1.04, 2.84)
N (-4.56, 0.68, 3.57)
N (2.41, 1.70, -3.36)
N (-1.57, 1.41, 0.63)
N (3.05, 0.55, -3.01)
N (2.41, 0.05, -1.98)
N (0.90, -1.73, -0.33)
C (-4.35, -0.62, 3.67)
C (1.52, -3.21, 1.71)
C (-1.85, 0.21, 1.14)
C (0.06, -0.67, -0.09)
C (-0.99, -0.83, 0.82)
C (3.25, 4.77, -3.24)
C (3.82, 3.56, -4.04)
C (-2.92, 0.06, 2.13)
C (-4.71, -2.88, 4.44)
C (-3.68, 1.10, 2.61)
C (1.26, 1.87, -2.58)
C (1.31, 0.82, -1.71)
C (-5.07, -1.53, 4.54)
C (0.92, -3.08, 0.30)
C (0.29, 0.56, -0.66)
C (2.75, 2.56, -4.52)
C (-0.56, 1.56, -0.24)
C (2.26, -3.77, 0.50)
C (-3.60, -3.23, 3.54)
H (-5.96, -1.26, 5.14)
H (3.10, 1.93, -5.37)
H (0.51, 2.64, -2.72)
H (1.91, 3.11, -4.87)
H (4.58, 3.04, -3.44)
H (2.31, -4.88, 0.35)
H (-1.10, -1.81, 1.24)
H (1.02, -3.91, 2.36)
H (-0.40, 2.55, -0.67)
H (2.63, 4.41, -2.41)
H (1.88, -2.29, 2.17)
H (-3.31, -4.27, 3.44)
H (1.57, -1.56, -1.08)
H (0.01, -3.69, 0.16)
H (4.08, 5.34, -2.83)
H (4.41, 3.92, -4.87)
H (2.65, 5.42, -3.87)
H (3.13, -3.22, 0.18)
H (-3.52, 2.13, 2.30)

## Properties
- M (g mol⁻¹) = 394.9
- energy above the lowest of the compared OMol25 structures with the same formula, charge and spin (kcal/mol) = 5.6
- gap between HOMO and LUMO (eV) = 7.7
- HOMO energy (Ha) = -0.288
- calculated total energy (eV) = -44452.02295
- lowest unoccupied orbital energy (eV) = -0.19
- total charge = 0

Atomic partial charges in e from the Mulliken method, atoms 1 to 8:
1 Cl -0.195
2 N -0.932
3 N 0.352
4 N -0.797
5 N 0.779
6 N -0.645
7 N -1.147
8 N -0.034